Here is a structure of composition C20H24F4N6STl in a non-equilibrium geometry from the OMol25 dataset. Energies are from ωB97M-V with the def2-TZVPD basis set.

Each line ends with the Mulliken charge.
Positions of all 56 atoms, in Å:
Tl: 0.026 -0.597 -0.598  1.13
C: 2.551 -1.626 5.561  -1.13
C: 1.217 -1.120 5.023  -0.35
N: 0.771 -1.859 3.862  -0.18
C: 0.890 -1.467 2.593  0.37
S: 0.257 -2.561 1.413  -0.35
N: 1.480 -0.319 2.343  -0.70
N: 1.635 0.187 1.150  0.18
C: 2.514 1.076 0.845  0.68
C: 3.444 1.642 1.870  -1.58
C: 2.664 1.475 -0.557  0.55
C: 3.523 2.518 -0.918  -0.56
C: 3.779 2.759 -2.257  -0.41
C: 3.174 1.961 -3.215  -0.80
C: 2.268 1.003 -2.785  -0.23
N: 2.022 0.779 -1.506  -0.23
H: 2.820 -1.066 6.452  0.35
H: 3.337 -1.501 4.820  0.31
H: 2.484 -2.677 5.829  0.34
H: 1.292 -0.072 4.730  0.22
H: 0.447 -1.219 5.793  0.40
H: 0.452 -2.806 4.008  0.20
H: 3.206 1.197 2.831  0.28
H: 3.330 2.722 1.943  0.38
H: 4.480 1.417 1.618  0.38
H: 3.980 3.131 -0.159  0.35
H: 4.447 3.559 -2.541  0.45
H: 3.379 2.087 -4.265  0.43
H: 1.724 0.399 -3.495  0.54
C: -1.349 1.855 1.541  -1.14
N: -1.747 1.065 0.378  0.39
C: -2.307 1.966 -0.631  -1.09
C: -2.734 0.056 0.798  -0.88
C: -3.098 -0.984 -0.300  -0.81
N: -2.255 -0.851 -1.449  -0.10
C: -2.483 -1.456 -2.615  -0.06
C: -1.601 -1.157 -3.682  0.39
F: -0.505 -0.407 -3.375  -0.13
C: -1.790 -1.614 -4.967  0.02
F: -0.900 -1.288 -5.910  -0.29
C: -2.903 -2.378 -5.287  -0.50
C: -3.775 -2.712 -4.261  0.16
F: -4.835 -3.473 -4.535  -0.29
C: -3.566 -2.306 -2.953  0.40
F: -4.446 -2.688 -2.012  -0.29
H: -2.213 2.374 1.976  0.39
H: -0.912 1.217 2.308  0.27
H: -0.615 2.602 1.242  0.32
H: -3.168 2.514 -0.236  0.36
H: -1.545 2.682 -0.932  0.35
H: -2.615 1.399 -1.503  0.25
H: -2.303 -0.473 1.654  0.35
H: -3.655 0.552 1.134  0.46
H: -3.048 -1.990 0.136  0.44
H: -4.136 -0.826 -0.611  0.53
H: -3.087 -2.704 -6.297  0.51

As for the total energy: -56460.331 eV. The highest occupied orbital energy (spin up / spin down) is -0.376 / -0.406 hartree. The net charge is +1.


Here is a structure of composition C20H24F5NO2P2TeYb in a non-equilibrium geometry from the OMol25 dataset. Energies are from ωB97M-V with the def2-TZVPD basis set.

Each line ends with the Löwdin spin population.
Positions of all 56 atoms, in Å:
C: -1.048 -3.369 -3.782  0.00
C: 0.016 -2.745 -3.164  0.00
C: 0.521 -1.496 -3.690  0.00
C: -0.126 -0.908 -4.843  0.00
C: -1.209 -1.607 -5.441  0.00
C: -1.639 -2.815 -4.922  0.00
C: 0.332 0.353 -5.246  0.00
C: 1.384 1.006 -4.587  0.00
C: 1.975 0.316 -3.459  0.00
C: 3.009 0.970 -2.686  0.00
C: 3.424 2.238 -3.050  0.00
C: 2.864 2.889 -4.159  0.00
C: 1.862 2.305 -4.913  0.00
H: -1.402 -4.313 -3.365  0.00
H: -1.672 -1.158 -6.320  0.00
H: -2.458 -3.362 -5.404  0.00
H: -0.118 0.822 -6.111  0.00
H: 4.210 2.711 -2.462  0.00
H: 3.241 3.885 -4.432  0.00
H: 1.416 2.804 -5.774  0.00
N: 1.514 -0.868 -3.063  0.00
Yb: -0.272 -0.124 0.327  0.99
C: 0.659 -3.322 -1.920  0.00
H: 1.713 -3.007 -1.834  0.00
H: 0.458 -4.406 -1.748  0.00
C: 3.556 0.244 -1.475  0.00
H: 3.567 -0.837 -1.668  0.00
H: 4.553 0.638 -1.165  0.00
P: -0.100 -2.655 -0.396  0.00
P: 2.444 0.414 0.016  0.00
C: 2.801 2.136 0.554  0.00
H: 2.279 2.314 1.518  0.00
H: 3.895 2.274 0.650  0.00
H: 2.385 2.829 -0.205  0.00
C: 3.375 -0.582 1.254  0.00
H: 4.417 -0.212 1.323  0.00
H: 2.851 -0.505 2.227  0.00
H: 3.367 -1.643 0.936  0.00
C: -1.872 -3.056 -0.394  0.00
H: -1.892 -4.154 -0.520  0.00
H: -2.334 -2.732 0.565  0.00
H: -2.367 -2.533 -1.241  0.00
C: 0.641 -3.483 1.035  0.00
H: 0.209 -3.071 1.974  0.00
H: 0.386 -4.549 0.871  0.00
H: 1.735 -3.305 1.030  0.00
C: -0.491 2.169 0.030  0.00
O: -0.901 3.255 0.019  0.00
H: -0.217 0.338 -1.780  0.00
F: -2.013 0.671 1.807  0.00
Te: -0.842 0.574 3.375  0.00
F: -2.070 1.628 4.419  0.00
F: -1.715 -1.011 3.868  0.00
F: -0.049 2.174 2.742  0.00
F: 0.389 0.482 4.764  0.00
O: 0.322 -0.397 2.333  0.00

As for the total energy: -97697.266 eV. The highest occupied orbital energy (spin up / spin down) is -0.384 / -0.384 hartree. The net charge is +1. Its expectation value of S² is 0.75. The spin multiplicity is 2.


Here is an isolated molecule of C20H24FN3O from the OMol25 dataset. Energies are from ωB97M-V with the def2-TZVPD basis set.

Each line ends with the Mulliken charge.
Positions of all 49 atoms, in Å:
C: -7.653 -1.000 -1.789  -1.02
H: -8.704 -0.966 -2.064  0.33
H: -7.208 -1.888 -2.233  0.31
H: -7.160 -0.125 -2.209  0.30
C: -7.504 -1.045 -0.268  -0.75
C: -6.035 -1.143 0.123  0.68
O: -5.527 -2.177 0.498  -0.64
N: -5.380 0.040 -0.020  -0.10
C: -4.029 0.338 0.206  0.77
C: -3.104 -0.597 0.653  -0.98
C: -1.785 -0.240 0.848  -0.43
C: -1.332 1.062 0.614  0.85
C: -2.281 1.997 0.180  -0.44
C: -3.595 1.642 -0.024  -0.96
H: -4.301 2.391 -0.358  0.28
H: -1.994 3.025 0.021  0.45
N: -0.030 1.472 0.870  -0.01
C: 0.912 0.580 1.515  -1.27
H: 0.396 -0.044 2.243  0.54
C: 1.677 -0.278 0.492  -0.58
N: 2.347 0.529 -0.512  0.06
C: 1.409 1.453 -1.117  -1.13
C: 0.658 2.318 -0.088  -0.73
H: -0.049 2.962 -0.607  0.39
H: 1.365 2.952 0.459  0.35
H: 1.940 2.085 -1.831  0.48
H: 0.674 0.853 -1.666  0.42
C: 3.594 1.130 -0.065  -0.68
C: 4.640 0.059 0.091  -0.10
C: 5.194 -0.548 -1.030  0.32
C: 6.132 -1.559 -0.936  -0.61
C: 6.534 -1.987 0.317  -0.33
C: 6.003 -1.399 1.451  -0.75
C: 5.065 -0.387 1.335  -0.03
H: 4.656 0.071 2.225  0.38
H: 6.318 -1.728 2.430  0.40
H: 7.264 -2.777 0.405  0.37
H: 6.533 -1.995 -1.837  0.44
F: 4.825 -0.126 -2.256  -0.31
H: 3.915 1.829 -0.842  0.53
H: 3.504 1.687 0.882  0.38
H: 2.415 -0.906 0.994  0.34
H: 0.972 -0.927 -0.036  0.45
H: 1.622 1.210 2.064  0.44
H: -1.105 -1.008 1.180  0.25
H: -3.421 -1.609 0.838  0.52
H: -5.927 0.828 -0.338  0.20
H: -7.953 -0.157 0.182  0.30
H: -8.011 -1.928 0.122  0.32

As for the total energy: -30365.170 eV. The highest occupied orbital energy is -0.261 hartree. As for the SMILES: CCC(=O)Nc1ccc(N2CCN(Cc3ccccc3F)CC2)cc1.


Here is an isolated molecule of C20H24FN3O2 from the OMol25 dataset. Energies are from ωB97M-V with the def2-TZVPD basis set.

Each line ends with the Mulliken charge.
Positions of all 50 atoms, in Å:
C: 1.931 -3.524 2.523  -1.01
H: 2.144 -2.521 2.886  0.23
H: 0.969 -3.514 2.021  0.11
H: 1.876 -4.199 3.373  0.46
C: 3.022 -3.983 1.558  -0.78
N: 3.160 -3.053 0.448  0.57
C: 3.081 -3.648 -0.867  -1.01
H: 3.480 -2.933 -1.592  0.54
C: 1.623 -3.951 -1.240  -0.86
N: 0.826 -2.749 -1.240  -0.05
C: -0.210 -2.568 -0.389  0.55
O: -0.635 -3.449 0.336  -0.67
C: -0.816 -1.205 -0.412  0.16
C: -1.428 -0.749 0.752  -1.03
C: -2.013 0.498 0.796  -0.65
C: -2.012 1.317 -0.333  1.04
C: -1.421 0.858 -1.508  -0.80
C: -0.829 -0.390 -1.540  -0.51
H: -0.404 -0.736 -2.471  0.47
H: -1.434 1.479 -2.387  0.54
N: -2.616 2.571 -0.227  -0.18
C: -2.766 3.538 -1.180  0.65
O: -2.394 3.438 -2.330  -0.64
C: -3.465 4.764 -0.684  0.21
C: -4.255 5.463 -1.593  -0.42
C: -4.921 6.612 -1.214  -0.55
C: -4.770 7.064 0.085  0.36
C: -3.970 6.406 1.003  -0.65
C: -3.319 5.250 0.613  -0.38
H: -2.669 4.755 1.320  0.41
H: -3.862 6.802 2.000  0.44
F: -5.413 8.183 0.469  -0.32
H: -5.543 7.158 -1.905  0.43
H: -4.336 5.087 -2.602  0.41
H: -3.030 2.757 0.677  0.17
H: -2.481 0.844 1.708  0.31
H: -1.435 -1.393 1.618  0.45
H: 1.222 -1.945 -1.700  0.25
H: 1.592 -4.417 -2.232  0.39
H: 1.165 -4.625 -0.515  0.39
H: 3.664 -4.580 -0.956  0.27
C: 4.206 -2.068 0.615  -0.74
C: 5.640 -2.576 0.414  -1.05
H: 5.786 -2.930 -0.604  0.27
H: 5.860 -3.394 1.096  0.28
H: 6.346 -1.772 0.604  0.41
H: 4.015 -1.253 -0.092  0.41
H: 4.106 -1.658 1.623  0.32
H: 2.761 -4.972 1.172  0.39
H: 3.970 -4.086 2.104  0.41

As for the total energy: -32413.406 eV. The highest occupied orbital energy is -0.303 hartree. As for the SMILES: CCN(CC)CCNC(=O)c1ccc(NC(=O)c2ccc(F)cc2)cc1.


Taking the records one at a time from the top gives energy relative to the best compared isomer or geometry (same formula, charge and spin) values of 160.26, 0.00, 83.14, 3.81 kJ/mol.